# 1
DFT (ωB97M-V with the def2-TZVPD basis set) results for a structure of composition C41H62FeGeN5O2PSb in a non-equilibrium geometry.

Values from the calculation:
energy relative to the best compared isomer or geometry (same formula, charge and spin): 0.405 eV
charge: -1
E_HOMO (alpha / beta): -2.30 / -4.49 eV
LUMO level (alpha / beta): 2.354 / 1.472 eV
2S+1: 5

Each line ends with the Mulliken charge.
Element x y z (Å)
Fe: -0.2201 1.4575 0.5547  0.05
O: 2.1457 0.9729 3.6186  -0.77
C: 1.3489 1.0938 2.7130  0.36
N: 1.3606 0.8078 1.4326  0.85
C: 2.4213 0.4943 0.5868  -1.13
O: 3.2683 -0.3869 0.7973  -0.67
C: 2.3476 1.3062 -0.5958  0.85
C: 3.4567 1.4620 -1.4484  -0.71
C: 3.4236 2.3811 -2.4581  -0.85
C: 2.2723 3.1967 -2.5845  -1.03
C: 1.2111 2.9656 -1.7426  -0.16
N: 1.1815 2.0264 -0.7995  0.28
C: -0.0995 1.8045 2.9332  0.92
C: -0.3594 2.2143 4.3211  -1.09
C: -0.3563 3.5202 4.6879  -0.48
C: -0.1116 4.5279 3.7355  -1.43
C: 0.0299 4.1348 2.4155  -0.09
N: -0.0316 2.8958 2.0077  0.32
H: 4.3221 0.8505 -1.2446  0.58
H: 4.2539 2.5010 -3.1371  0.42
H: 2.2295 3.9752 -3.3328  0.47
H: 0.3085 3.5541 -1.8412  0.43
H: -0.5130 1.4330 5.0467  0.51
H: -0.5597 3.8083 5.7106  0.50
H: -0.0502 5.5668 4.0170  0.46
H: 0.1589 4.8729 1.6306  0.54
C: 4.4440 -4.5552 -2.0358  -1.85
C: 4.0575 -3.1322 -1.6421  1.97
C: 4.2037 -2.2108 -2.8482  -2.04
C: 4.9953 -2.6722 -0.5366  -1.89
Sb: 1.8968 -2.6515 -0.9256  0.75
C: 0.5981 -3.9171 -2.3966  1.94
C: 1.2974 -5.1531 -2.9353  -1.83
C: -0.7062 -4.3159 -1.7229  -1.84
C: 0.2650 -3.0009 -3.5655  -1.70
C: 1.6702 -3.8113 1.0247  2.08
C: 2.5831 -3.1979 2.0715  -1.72
C: 0.2385 -3.6333 1.5081  -1.55
C: 2.0104 -5.2790 0.8373  -1.66
H: 5.5347 -4.6431 -2.0740  0.49
H: 4.0695 -4.8152 -3.0224  0.37
H: 4.0800 -5.2921 -1.3224  0.17
H: 5.2242 -2.2309 -3.2407  0.46
H: 3.9685 -1.1850 -2.5669  0.41
H: 3.5260 -2.5120 -3.6479  0.23
H: 6.0049 -2.5305 -0.9312  0.57
H: 5.0460 -3.4271 0.2443  0.29
H: 4.6590 -1.7380 -0.0995  0.29
H: 1.6626 -5.7841 -2.1307  0.32
H: 2.1346 -4.8756 -3.5685  0.26
H: 0.6120 -5.7476 -3.5472  0.49
H: -0.5346 -5.0841 -0.9711  0.30
H: -1.4006 -4.7347 -2.4597  0.56
H: -1.1848 -3.4534 -1.2633  0.26
H: 1.1692 -2.6657 -4.0679  0.23
H: -0.2942 -2.1294 -3.2348  0.25
H: -0.3487 -3.5315 -4.2997  0.43
H: 2.4414 -2.1240 2.1357  0.26
H: 3.6302 -3.3776 1.8523  0.28
H: 2.3648 -3.6276 3.0528  0.46
H: 0.0221 -2.5729 1.6158  -0.12
H: 0.1048 -4.1029 2.4877  0.70
H: -0.4843 -4.0730 0.8296  0.17
H: 3.0603 -5.3894 0.5745  0.24
H: 1.4026 -5.7312 0.0570  0.28
H: 1.8416 -5.8398 1.7604  0.47
C: -3.7623 1.8413 0.0045  -1.38
P: -2.0112 2.2831 -0.4374  1.54
C: -2.1399 2.1172 -2.2564  0.37
C: -3.2042 2.6344 -2.9953  -0.48
C: -3.2567 2.4376 -4.3618  -0.79
C: -2.2617 1.7200 -5.0101  -0.64
C: -1.2053 1.1899 -4.2805  -1.58
C: -1.1528 1.3884 -2.9152  0.54
C: -2.1840 4.0884 -0.1981  0.51
C: -2.5461 4.5171 1.0784  -1.04
C: -2.6411 5.8607 1.3755  -0.46
C: -2.3575 6.8101 0.4052  -0.69
C: -1.9731 6.3959 -0.8600  -0.85
C: -1.8843 5.0477 -1.1602  -0.65
H: -3.8279 1.6735 1.0774  0.08
H: -4.0402 0.9254 -0.5133  0.41
H: -4.4548 2.6329 -0.2758  0.58
H: -3.9785 3.1992 -2.4942  0.37
H: -4.0811 2.8511 -4.9277  0.41
H: -2.3060 1.5780 -6.0804  0.39
H: -0.4220 0.6296 -4.7717  0.51
H: -0.3237 1.0054 -2.3375  0.33
H: -2.7230 3.7779 1.8454  0.33
H: -2.9307 6.1774 2.3662  0.47
H: -2.4256 7.8649 0.6331  0.38
H: -1.7529 7.1383 -1.6148  0.43
H: -1.5871 4.7355 -2.1525  0.30
N: -1.9786 -1.3290 -0.0356  -0.50
N: -0.6614 -1.0770 -0.5376  2.23
H: -2.4096 -0.4461 0.2533  -0.27
H: -1.8602 -1.8886 0.8053  0.14
H: -0.2198 -0.2308 -0.0520  -1.92
H: -0.7600 -0.8189 -1.5178  0.29
C: -3.6883 1.8540 4.1080  -1.31
Ge: -2.6058 0.3064 3.4128  1.34
C: -3.9283 -0.9747 2.5851  -1.52
C: -2.0751 -0.7834 5.0205  -1.65
C: -0.9994 0.7172 2.3135  0.36
H: -4.7506 1.6324 4.0520  0.38
H: -3.5002 2.7626 3.5466  0.29
H: -3.4301 2.0504 5.1444  0.44
H: -4.7790 -1.0482 3.2596  0.50
H: -3.4855 -1.9654 2.5239  0.38
H: -4.3045 -0.7135 1.5999  0.24
H: -2.7398 -0.5731 5.8523  0.43
H: -1.0582 -0.5797 5.3392  0.47
H: -2.1378 -1.8449 4.7986  0.41
H: -0.4960 -0.2619 2.3685  0.00

***

# 2
DFT (ωB97M-V with the def2-TZVPD basis set) results for a structure of composition C41H62N4O2SeSr in a non-equilibrium geometry.

Values from the calculation:
energy relative to the best compared isomer or geometry (same formula, charge and spin): 6.115 eV
E_HOMO: -6.10 eV
LUMO level: -0.264 eV

Each line ends with the Mulliken charge.
Element x y z (Å)
Sr: -0.0054 -0.7647 -0.1635  3.08
C: 4.2918 3.3888 5.6457  -1.62
C: 4.1362 3.8648 4.1929  2.03
C: 3.3078 5.1527 4.2084  -1.90
C: 5.5208 4.1907 3.6155  -1.73
C: 3.4717 2.7613 3.3724  0.08
C: 2.2739 2.9497 2.6935  -0.26
C: 1.7044 1.8939 2.0135  -0.66
Se: -0.0115 2.1279 1.1146  0.15
C: -1.0326 1.5871 2.6855  0.35
C: -1.2660 2.4700 3.7174  -0.69
C: -1.8820 2.0271 4.8823  -0.60
C: -2.2324 0.6810 4.9420  0.06
C: -2.0128 -0.2273 3.9107  -0.52
C: -1.3944 0.2256 2.7128  -0.42
O: -1.1640 -0.5026 1.6476  -0.47
C: -2.4128 -1.7000 4.0640  2.58
C: -3.0428 -2.0103 5.4217  -2.53
C: -1.1488 -2.5694 3.9163  -1.40
C: -3.4442 -2.0492 2.9769  -1.29
C: -2.0993 3.0120 6.0307  2.30
C: -2.8243 2.3705 7.2153  -2.27
C: -0.7299 3.5150 6.5171  -1.60
C: -2.9395 4.2023 5.5434  -1.76
C: 2.2398 0.5833 1.9514  0.11
O: 1.5704 -0.3091 1.2815  -0.55
C: 3.4871 0.4079 2.6139  -0.40
C: 4.0370 1.4929 3.2923  -0.57
C: 4.3022 -0.9002 2.6602  2.36
C: 3.6770 -2.0465 1.8565  -1.85
C: 4.4225 -1.3756 4.1161  -1.77
C: 5.7051 -0.6515 2.0853  -1.84
H: 4.7164 4.1829 6.2658  0.48
H: 4.9526 2.5229 5.7086  0.32
H: 3.3194 3.1080 6.0540  0.28
H: 3.8070 5.8932 4.8367  0.47
H: 2.3125 4.9728 4.6184  0.17
H: 3.2064 5.5753 3.2072  0.36
H: 5.9976 4.9779 4.2059  0.47
H: 5.4301 4.5373 2.5845  0.35
H: 6.1697 3.3134 3.6283  0.28
H: 1.7605 3.9004 2.6719  0.54
H: -0.9477 3.4969 3.5846  0.38
H: -2.6980 0.3142 5.8465  0.52
H: -2.3489 -1.8158 6.2419  0.44
H: -3.3116 -3.0689 5.4529  0.45
H: -3.9531 -1.4290 5.5821  0.45
H: -0.5006 -2.4203 4.7826  0.36
H: -0.5999 -2.2882 3.0213  -0.13
H: -1.4237 -3.6287 3.8769  0.48
H: -4.3731 -1.5012 3.1529  0.37
H: -3.6740 -3.1197 2.9924  0.50
H: -3.0412 -1.7669 2.0079  -0.23
H: -2.2399 1.5510 7.6374  0.39
H: -3.8044 1.9902 6.9206  0.44
H: -2.9732 3.1188 7.9965  0.44
H: -0.1135 2.6732 6.8378  0.36
H: -0.8509 4.2011 7.3601  0.49
H: -0.1980 4.0342 5.7191  0.24
H: -3.9037 3.8560 5.1665  0.39
H: -2.4360 4.7435 4.7425  0.29
H: -3.1194 4.8955 6.3695  0.46
H: 4.9823 1.3330 3.8005  0.19
H: 2.6834 -2.2769 2.2336  0.17
H: 4.3194 -2.9298 1.9289  0.54
H: 3.5814 -1.7632 0.8084  0.22
H: 3.4317 -1.6023 4.5139  0.34
H: 4.8843 -0.6210 4.7533  0.31
H: 5.0338 -2.2813 4.1653  0.47
H: 5.6325 -0.2484 1.0727  0.32
H: 6.2682 -1.5884 2.0482  0.49
H: 6.2780 0.0553 2.6868  0.32
C: -2.4509 -0.9369 -2.3874  -1.16
N: -1.8501 -1.5562 -1.2080  1.42
C: -2.7013 -2.5986 -0.6500  -1.53
C: -0.6639 -2.2281 -1.6409  -2.87
C: 0.2913 -1.2743 -2.2674  -3.07
N: 1.5367 -1.3284 -1.5620  0.86
C: 1.8682 -2.7272 -1.3342  -1.13
C: 2.5148 -0.6131 -2.3581  -1.33
H: -2.4754 -1.6320 -3.2442  0.31
H: -1.8883 -0.0704 -2.7130  0.30
H: -3.4648 -0.5965 -2.1875  0.27
H: -2.9379 -3.3674 -1.4014  0.41
H: -3.6286 -2.1854 -0.2603  0.35
H: -2.1687 -3.0880 0.1675  0.34
H: -0.8905 -3.0531 -2.3296  0.31
H: -0.2085 -2.6764 -0.7784  1.71
H: -0.0940 -0.2669 -2.2266  2.20
H: 0.3999 -1.5035 -3.3363  0.13
H: 1.4171 -3.3846 -2.0850  0.31
H: 1.5397 -3.0720 -0.3488  0.30
H: 2.9431 -2.8949 -1.3728  0.44
H: 2.5927 -1.0296 -3.3752  0.38
H: 3.4977 -0.6403 -1.8918  0.27
H: 2.1978 0.4272 -2.4491  0.25
N: -0.6295 3.1424 -4.2843  -0.04
C: 0.2028 2.3478 -3.5523  -0.51
N: -0.3405 1.9073 -2.4563  0.07
C: -1.6215 2.4455 -2.4363  0.29
C: -2.6310 2.3173 -1.4825  0.18
C: -3.8314 2.9427 -1.7512  -1.21
C: -4.0350 3.6860 -2.9224  -0.50
C: -3.0323 3.8469 -3.8590  -1.05
C: -1.8204 3.2221 -3.5891  0.15
H: -0.4165 3.6142 -5.1441  0.21
H: 1.2037 2.1097 -3.8808  0.46
H: -2.4572 1.7489 -0.5762  0.66
H: -4.6372 2.8697 -1.0320  0.46
H: -4.9974 4.1478 -3.0973  0.40
H: -3.1845 4.4390 -4.7524  0.40